Entry 1:
A structure of composition C33H57NP2Re at a distorted geometry. Source: the OMol25 dataset; level of theory: ωB97M-V with the def2-TZVPD basis set.

```
94
Properties=species:S:1:pos:R:3:lowdin_spin:R:1
Re -1.1656 -0.0640 -0.6264 1.69
C -2.5784 1.4919 -0.2925 0.01
C -3.0419 0.6280 -1.3327 0.03
C -2.8121 -0.6400 0.5845 0.02
C -2.4475 0.7098 0.8928 0.01
C -3.1834 -0.6920 -0.7908 0.08
C -2.4373 2.9822 -0.3598 0.00
H -2.0010 3.2984 -1.3102 0.00
H -1.8155 3.3662 0.4526 0.00
H -3.4218 3.4653 -0.2826 0.00
C -2.2482 1.2106 2.2862 0.00
H -2.1829 2.3003 2.3165 0.00
H -1.3458 0.8244 2.7737 0.00
H -3.0915 0.8849 2.9084 0.00
C -3.0225 -1.7130 1.6109 0.01
H -4.0900 -1.9739 1.6584 0.00
H -2.7118 -1.3816 2.6066 0.00
H -2.4801 -2.6395 1.3883 0.00
C -3.7533 -1.8844 -1.4954 0.03
H -4.8390 -1.7834 -1.6452 0.01
H -3.5736 -2.8018 -0.9253 0.00
H -3.3029 -1.9842 -2.4877 0.00
C -3.4036 1.0517 -2.7200 0.01
H -4.4234 1.4646 -2.7869 0.00
H -3.3622 0.1904 -3.3934 0.00
H -2.7112 1.8262 -3.0782 0.00
C 0.8998 0.4284 -3.4497 0.01
C -0.1495 1.2329 -3.6670 0.00
C -0.7703 1.3588 -5.0331 0.00
C -1.6997 0.2016 -5.5050 0.00
C -1.7272 -1.0397 -4.6526 0.00
C -0.6411 -1.8169 -4.5271 0.00
C 0.6626 -1.4944 -5.1961 0.00
C 1.5251 -0.3664 -4.5619 0.00
H 0.0207 1.4754 -5.7936 0.00
H -1.3842 -0.0543 -6.5327 0.00
H -1.3561 2.2925 -5.0539 0.00
H 1.8173 0.3136 -5.3792 0.00
H 1.4028 0.3770 -2.4779 0.00
H -0.5353 1.9205 -2.9015 0.00
H 2.4592 -0.8100 -4.1934 0.00
H 1.2708 -2.4128 -5.2135 0.00
H -0.6993 -2.8105 -4.0810 0.00
H 0.4925 -1.2208 -6.2510 0.00
H -2.7217 0.6026 -5.5917 0.00
H -2.7115 -1.3718 -4.3133 0.00
P 0.9110 1.5271 0.0944 0.02
C 0.7602 2.4501 1.6759 0.04
H 1.6258 3.1199 1.7886 0.00
H 0.7809 1.7009 2.4813 0.02
H -0.1622 3.0386 1.7330 0.00
C 2.5274 0.7210 0.3576 0.04
H 3.2614 1.4952 0.6330 0.00
H 2.8665 0.1956 -0.5421 0.00
H 2.4003 0.0244 1.2035 0.02
C 1.2410 2.8991 -1.0789 0.00
H 1.5026 2.5008 -2.0631 0.00
H 2.0645 3.5037 -0.6803 0.00
H 0.3438 3.5212 -1.1739 0.00
P 0.2718 -2.2615 -0.6299 0.02
C -0.7638 -3.5501 -1.4281 0.02
H -0.1254 -4.4109 -1.6815 0.00
H -1.2144 -3.1531 -2.3460 0.00
H -1.5619 -3.8738 -0.7468 0.00
C 1.7250 -2.2945 -1.7298 0.00
H 1.4184 -2.0459 -2.7547 0.00
H 2.1491 -3.3089 -1.7138 0.00
H 2.4861 -1.5837 -1.3925 0.00
C 0.8776 -3.1670 0.8453 0.00
H 1.4525 -4.0471 0.5166 0.00
H 0.0265 -3.5017 1.4553 0.00
H 1.5168 -2.5137 1.4535 0.00
C 2.3451 2.4305 5.4112 0.00
N 3.4020 1.4849 5.1730 0.00
C 4.7052 1.9273 5.5913 0.00
C 3.3224 0.6891 3.9624 0.01
C 2.1616 -0.2628 4.0315 0.08
C 2.0221 -1.1299 5.1474 0.03
C 0.9101 -1.9652 5.2358 -0.02
C -0.0630 -1.9533 4.2346 0.04
C 0.0910 -1.0852 3.1217 0.09
C 1.1982 -0.2919 3.0598 0.63
H 2.4244 2.7578 6.4561 0.00
H 1.3622 1.9736 5.2431 0.00
H 2.4279 3.3269 4.7684 0.00
H 5.4136 1.0942 5.5128 0.00
H 5.0846 2.7735 4.9919 0.00
H 4.6303 2.2548 6.6359 0.00
H 3.2174 1.3407 3.0667 0.00
H 4.2749 0.1351 3.8758 0.00
H 2.7802 -1.1031 5.9282 0.01
H 0.7964 -2.6344 6.0910 0.00
H -0.9440 -2.6010 4.2849 0.01
H -0.6528 -1.0901 2.3237 0.02
```

Properties
Gap between HOMO and LUMO (alpha / beta) in eV: 5.637 / 4.806
Charge: +2
Highest occupied orbital energy (alpha / beta) in eV: -12.261 / -12.265
Spin multiplicity: 4



Entry 2:
The ion C4H13N2S with charge +1 at a distorted geometry. Source: the OMol25 dataset; level of theory: ωB97M-V with the def2-TZVPD basis set.

```
20
Properties=species:S:1:pos:R:3:nbo_charge:R:1
N -1.9579 -2.6004 0.6666 -0.87
C -1.1078 -1.5571 -0.0991 -0.25
C -0.3472 -0.6782 0.8610 -0.05
N -1.4670 -0.1741 1.9061 -0.72
C 0.1314 0.4932 -0.1366 -0.44
C 1.6462 0.5617 -0.3594 -0.50
S 1.8071 1.9944 -1.5737 -0.01
H -2.8352 -2.7552 0.2450 0.38
H -1.5413 -3.4612 0.7786 0.38
H -2.0418 -1.0525 -0.5996 0.22
H -0.5524 -2.0932 -0.7617 0.23
H 0.4945 -1.1170 1.3843 0.25
H -1.1874 0.2002 2.7878 0.44
H -2.1524 -0.9847 1.9278 0.47
H -2.0688 0.5303 1.4750 0.43
H -0.2220 1.4483 0.3269 0.21
H -0.3168 0.4573 -1.1474 0.25
H 2.0715 -0.3376 -0.7588 0.23
H 2.2262 0.9508 0.4857 0.23
H 1.2507 2.8073 -0.5686 0.12
```

Properties
Gap between HOMO and LUMO in eV: 8.976
Charge: +1
Highest occupied orbital energy in eV: -12.274
Energy relative to the best compared isomer or geometry (same formula, charge and spin) in eV: 1.974
SMILES: NC[C@H]([NH3+])CCS



Entry 3:
A cluster of 8 separate species, C14H44N6O8 in total at a distorted geometry. Source: the OMol25 dataset; level of theory: ωB97M-V with the def2-TZVPD basis set.

```
72
Properties=species:S:1:pos:R:3:mulliken_charge:R:1
N -0.0179 3.3827 2.7118 -0.21
C -1.2466 3.3788 3.2110 0.36
N -2.2405 3.2113 2.4140 -0.35
O -1.2822 3.2346 4.6059 -0.74
H 0.8230 3.5637 3.2947 0.26
H 0.1115 3.3599 1.7101 0.09
H -3.2222 3.3382 2.7844 0.26
H -1.9545 3.2615 1.3942 0.37
N -1.8857 2.9806 -0.2222 -0.20
C -0.8952 3.7350 -0.4964 0.40
N 0.2173 3.2750 -0.0258 -0.17
O -0.9743 5.0398 -1.0799 -0.77
H -2.8313 3.3370 -0.5605 0.27
H -1.9419 2.0174 0.0881 0.23
H 0.9870 3.8647 -0.2821 0.17
H 0.3265 2.2936 0.2575 0.12
N -0.1192 0.7747 1.2596 1.51
C -1.2203 0.0038 1.2030 -0.71
N -2.1961 0.7777 1.3409 -0.12
O -1.2322 -1.3801 0.9110 -0.68
H 0.8146 0.3680 1.1245 -0.63
H -0.0881 1.4318 1.9736 0.11
H -3.0835 0.3710 1.0953 0.29
H -2.2378 1.6579 1.9457 0.35
C 1.7551 -0.0030 -1.0256 -0.45
C 2.8818 0.2102 0.0367 0.55
C 3.6463 1.4961 -0.3938 -1.50
O 2.5676 0.3650 1.2285 -0.69
H 2.1914 -0.1278 -1.9719 0.87
H 1.0493 0.8372 -1.0166 -0.17
H 1.1537 -0.8666 -0.6966 -0.53
H 3.5988 -0.6266 0.0580 0.60
H 2.9102 2.2884 -0.5223 0.19
H 4.1689 1.3781 -1.3572 0.39
H 4.4050 1.8689 0.3112 0.36
H 2.8134 -0.4326 1.6504 0.30
C 0.4916 -3.2117 -1.8761 -1.63
C -0.0095 -4.5089 -2.6262 0.64
C -1.2178 -4.1155 -3.5090 -1.45
O 0.9069 -4.8723 -3.3680 -0.55
H -0.2699 -2.8666 -1.2397 0.29
H 1.0016 -2.4376 -2.5174 0.37
H 1.1921 -3.5284 -1.0382 0.57
H -0.2855 -5.2513 -1.9035 0.35
H -1.5067 -5.0922 -3.8863 0.40
H -1.0217 -3.2924 -4.1505 0.29
H -1.9789 -3.7898 -2.8417 0.37
H 1.6438 -4.4666 -2.8829 0.38
C -1.0359 0.0953 -2.5226 -0.25
C -2.1917 -0.5104 -3.1620 0.71
C -3.3003 -0.8118 -2.0422 -1.30
O -2.6777 0.2490 -4.0230 -0.53
H -1.1008 1.0239 -1.8930 0.00
H -0.2538 0.1524 -3.2117 0.40
H -0.6942 -0.6674 -1.8184 -0.33
H -1.9773 -1.5230 -3.4945 -0.18
H -3.4633 0.1270 -1.5220 0.29
H -2.9237 -1.4977 -1.2325 0.23
H -4.3112 -1.1997 -2.3736 0.36
H -2.3994 -0.1580 -4.8681 0.47
C 0.9123 0.5712 4.2608 -0.45
O 1.3227 0.8822 5.5640 -0.61
H -0.0959 0.7138 4.1368 0.42
H 1.1440 -0.5002 4.2490 0.19
H 1.6236 1.0740 3.5932 0.08
H 1.2021 1.8554 5.6424 0.34
C 1.8638 -2.6383 1.5412 -0.50
O 3.2739 -2.8527 1.2187 -0.58
H 1.5084 -3.5466 1.9781 0.50
H 1.2825 -2.4314 0.6959 -0.12
H 1.6932 -1.8563 2.2323 0.37
H 3.9009 -2.7832 1.9318 0.31
```

Properties
Gap between HOMO and LUMO in eV: 9.921
Charge: 0
Highest occupied orbital energy in eV: -9.741
Energy relative to the best compared isomer or geometry (same formula, charge and spin) in eV: 10.392
SMILES: NC(N)=O.NC(N)=O.NC(N)=O.CC(C)O.CC(C)O.CC(C)O.CO.CO



Entry 4:
A cluster of 2 separate species, CHFNO3 in total at a distorted geometry. Source: the OMol25 dataset; level of theory: ωB97M-V with the def2-TZVPD basis set.

```
7
Properties=species:S:1:pos:R:3:nbo_charge:R:1
C -0.5245 0.3955 -2.3831 0.79
N -0.7348 -0.2608 -1.2898 -0.47
O -1.5203 1.0349 -1.7252 -0.50
O 0.0531 0.5459 -3.4484 -0.70
O 0.6853 -0.0167 1.2813 -0.41
F -0.2811 0.3467 2.2126 -0.20
H 0.1511 -0.1826 0.2611 0.49
```

Properties
Gap between HOMO and LUMO in eV: 8.580
Charge: -1
Highest occupied orbital energy in eV: -4.182
Energy relative to the best compared isomer or geometry (same formula, charge and spin) in eV: 2.424